# 1
# C26H37As2CdI2N4O

C26H37As2CdI2N4O as an isolated structure in a non-equilibrium geometry (wB97M-V/def2-TZVPD, OMol25).

```
73
Properties=species:S:1:pos:R:3:forces:R:3:lowdin_charge:R:1
Cd 0.115 0.515 0.083 -1.3 1.4 -0.3 1.2434
I 6.115 0.526 -4.050 -0.4 -0.1 0.3 0.8367
C 4.510 0.097 -2.732 0.5 0.2 -0.4 -0.7119
C 4.630 0.424 -1.392 0.1 0.1 -0.1 -0.2183
C 3.585 0.093 -0.563 -0.3 -0.1 0.7 -0.5942
I 3.504 0.706 1.468 0.4 -0.1 -0.3 0.9668
C 2.429 -0.582 -0.983 0.9 0.1 -0.5 -0.5337
O 1.510 -0.926 -0.136 0.7 -1.3 0.0 -0.4344
C 2.297 -0.780 -2.377 -0.1 -0.1 0.3 -0.1705
C 0.964 -1.273 -2.867 0.3 -0.2 0.2 -0.1556
N -0.119 -0.338 -2.511 -0.5 -0.1 -0.3 -0.1205
C -0.172 0.844 -3.360 0.0 -0.1 -0.1 -0.1595
C 0.724 1.961 -2.876 0.0 0.2 -0.2 -0.2599
C 1.081 2.990 -3.747 0.0 0.0 0.2 -0.0032
C 1.883 4.021 -3.295 0.0 -0.2 0.1 -0.0322
C 2.379 3.944 -2.003 -0.1 -0.1 0.0 -0.0323
C 1.986 2.882 -1.213 0.2 0.5 0.0 -0.1722
N 1.134 1.940 -1.610 -0.1 0.1 -0.1 0.0507
C 3.339 -0.461 -3.225 0.1 0.0 0.0 -0.1109
H 5.500 0.942 -1.017 0.1 0.0 0.0 0.0904
H 0.737 -2.227 -2.371 0.0 0.2 -0.2 0.0984
H 1.005 -1.433 -3.956 0.0 0.0 0.2 0.1266
H -0.992 -0.852 -2.627 0.2 0.2 0.1 0.0801
H -1.200 1.227 -3.379 0.1 -0.1 0.0 0.1249
H 0.102 0.609 -4.403 -0.1 0.1 0.1 0.1303
H 0.732 2.983 -4.767 -0.1 -0.1 -0.1 0.1203
H 2.131 4.856 -3.933 0.1 0.0 -0.1 0.1178
H 3.051 4.689 -1.613 0.1 0.1 0.1 0.1136
H 2.391 2.780 -0.215 0.0 0.0 0.0 0.0308
H 3.241 -0.641 -4.285 0.0 0.0 -0.1 0.1016
C -2.254 -3.691 -1.230 0.1 0.2 0.1 -0.3109
As -1.139 -2.489 -0.091 -0.6 -0.9 0.1 1.1046
C 0.313 -3.766 0.243 0.1 0.1 -0.1 -0.2828
C -1.970 -2.819 1.666 0.1 0.2 -0.1 -0.4371
C -2.828 -3.893 1.888 0.0 -0.1 -0.2 -0.1082
C -3.306 -4.190 3.152 0.0 0.0 0.0 -0.0675
C -2.929 -3.406 4.229 0.0 0.0 0.0 -0.0694
C -2.078 -2.336 4.024 0.1 0.1 0.1 -0.1216
C -1.591 -2.027 2.756 0.0 0.1 -0.2 -0.4349
As -0.277 -0.573 2.574 -0.2 -0.5 1.4 1.0756
C -0.865 0.583 4.082 0.0 -0.1 -0.3 -0.3001
C 1.190 -1.468 3.527 0.0 0.1 -0.1 -0.3031
H -2.111 -4.740 -0.983 0.0 0.0 0.1 0.0245
H -1.976 -3.562 -2.278 0.1 0.1 0.1 0.0120
H -3.312 -3.446 -1.137 0.0 0.1 0.1 0.0226
H -0.089 -4.680 0.681 -0.1 0.1 -0.1 0.0369
H 1.035 -3.320 0.924 0.0 0.0 0.0 0.0080
H 0.830 -4.006 -0.685 0.0 0.0 0.0 0.0279
H -3.122 -4.524 1.059 0.0 0.0 0.0 0.0883
H -3.961 -5.038 3.297 0.0 0.0 0.0 0.1111
H -3.287 -3.632 5.222 0.0 0.0 0.1 0.1103
H -1.778 -1.739 4.875 0.0 0.0 0.0 0.0878
H -0.709 0.087 5.037 0.0 -0.1 0.0 0.0250
H -1.921 0.836 3.986 0.0 0.0 0.0 0.0300
H -0.276 1.501 4.093 0.0 0.0 0.0 0.0106
H 0.772 -2.176 4.246 0.0 0.1 -0.1 0.0356
H 1.790 -0.721 4.050 0.0 0.0 -0.1 0.0144
H 1.831 -1.997 2.827 0.0 0.0 -0.1 0.0059
N -2.183 1.137 -0.139 -0.1 -0.5 -0.1 -0.0605
C -2.655 2.512 -0.331 -0.2 0.4 0.1 -0.2586
C -2.266 3.410 0.842 0.3 -0.1 -0.4 -0.1820
C -0.787 3.791 0.827 -0.4 0.3 0.0 -0.2574
N 0.056 2.680 1.276 0.3 0.0 0.3 -0.0577
H -2.487 0.561 -0.922 0.0 0.0 0.2 0.0632
H -2.630 0.748 0.694 0.0 0.0 -0.2 0.0734
H -3.746 2.543 -0.461 0.2 -0.1 0.0 0.1195
H -2.200 2.904 -1.245 -0.1 0.0 0.0 0.1098
H -2.512 2.910 1.785 -0.1 0.1 0.1 0.1111
H -2.861 4.322 0.790 0.0 0.0 0.0 0.1192
H -0.642 4.682 1.454 0.0 -0.1 -0.1 0.1208
H -0.492 4.048 -0.192 0.0 0.1 0.0 0.1045
H -0.197 2.466 2.239 0.1 0.0 -0.1 0.0359
H 1.024 2.997 1.306 -0.1 -0.1 0.1 0.0403
```
Positions in Å, forces in eV/Å.

Orbital gap, eV: 7.722
Total charge: +1
Highest occupied orbital energy, Eh: -0.364
Lowest unoccupied orbital energy, eV: -2.17
Multiplicity: 1


# 2
# C26H37F2GaNO3

C26H37F2GaNO3 as an isolated structure in a non-equilibrium geometry (wB97M-V/def2-TZVPD, OMol25).

```
70
Properties=species:S:1:pos:R:3:forces:R:3:lowdin_charge:R:1
C -2.951 -1.677 -1.229 -0.2 -0.5 -0.2 0.0169
C -2.446 -2.858 -0.447 0.7 1.0 0.0 -0.4946
O -3.051 -3.854 -0.237 -0.6 -0.9 0.1 0.1361
O -1.221 -2.651 0.148 -0.2 0.0 0.0 0.0529
C -0.091 -2.661 -0.709 0.1 0.6 1.0 -0.5323
O -0.270 -2.928 -1.857 0.0 -0.5 -1.0 0.0945
C 1.134 -2.291 0.011 0.0 -0.3 0.1 -0.1537
Ga 2.444 -1.115 -1.089 0.0 0.2 -0.1 0.3350
N 3.140 -2.141 -2.575 -0.1 0.0 0.0 -0.1416
C 3.952 -0.548 0.139 0.1 0.0 0.1 -0.2830
C 3.475 0.027 1.491 0.0 0.1 0.0 -0.2791
C 3.836 1.511 1.705 -0.1 0.0 -0.1 -0.3983
C 5.258 1.660 2.263 0.0 0.0 0.0 -0.0706
C 2.781 2.196 2.579 -0.1 0.0 0.0 -0.1975
C 3.067 3.653 2.987 0.0 0.0 0.0 -0.1975
C 3.556 4.547 1.873 0.4 -0.1 0.5 -0.1137
C 2.883 4.871 0.784 -0.3 0.1 -0.7 -0.3370
C 3.502 5.777 -0.268 0.1 -0.1 0.0 -0.0667
C 1.507 4.319 0.487 -0.1 0.1 0.0 -0.0505
H -3.174 -0.859 -0.537 -0.1 -0.4 0.0 0.0899
H -3.856 -1.963 -1.770 0.1 0.1 0.1 0.1002
H -2.178 -1.353 -1.928 -0.2 -0.3 0.1 0.0534
H 0.855 -1.830 0.962 0.1 -0.1 -0.1 0.0534
H 1.659 -3.227 0.249 0.1 0.2 -0.2 0.0783
H 1.637 0.205 -1.603 0.0 -0.1 0.1 -0.0485
H 2.609 -2.997 -2.712 0.0 0.1 0.0 -0.0546
H 3.019 -1.616 -3.437 0.0 -0.1 0.0 -0.0619
H 4.506 0.224 -0.417 0.0 -0.1 0.1 0.0362
H 4.652 -1.381 0.277 -0.1 0.1 0.0 0.0359
H 3.906 -0.549 2.326 -0.1 0.1 -0.1 0.1055
H 2.383 -0.072 1.602 0.1 0.0 -0.1 0.0754
H 3.804 1.999 0.720 0.0 -0.1 0.1 0.1268
H 5.255 1.619 3.362 0.0 -0.1 -0.1 0.0768
H 5.893 0.847 1.896 -0.1 0.1 0.0 0.0749
H 5.725 2.608 1.971 -0.1 -0.1 0.1 0.0662
H 1.830 2.170 2.030 0.2 -0.1 0.1 0.0954
H 2.619 1.596 3.487 0.1 0.1 -0.1 0.1178
H 3.797 3.681 3.805 -0.1 0.0 -0.1 0.0980
H 2.135 4.069 3.399 0.1 0.0 0.0 0.1061
H 4.573 4.933 1.967 -0.2 0.0 0.1 0.1062
H 4.221 5.224 -0.887 -0.1 0.1 0.0 0.0798
H 4.039 6.612 0.194 0.0 -0.1 -0.1 0.0705
H 2.748 6.192 -0.941 0.0 0.0 0.1 0.0643
H 1.034 4.873 -0.326 0.0 -0.1 0.1 0.0536
H 0.854 4.383 1.368 0.1 -0.1 -0.1 0.0853
H 1.548 3.264 0.186 0.0 0.2 0.0 0.0830
F -6.619 -7.019 3.250 0.0 0.0 0.0 0.0429
C -6.795 -6.423 2.047 0.0 0.0 0.0 -0.2888
C -8.082 -6.275 1.570 0.0 0.0 0.0 -0.0306
C -8.257 -5.662 0.337 0.0 0.0 0.0 -0.0965
C -7.160 -5.217 -0.388 0.0 0.0 0.0 -0.0958
C -5.876 -5.381 0.117 -0.1 0.0 0.0 -0.0699
C -5.686 -5.990 1.350 0.0 0.0 0.0 -0.0053
H -8.918 -6.632 2.156 0.0 0.0 0.0 0.1114
H -9.257 -5.533 -0.056 0.0 0.0 0.0 0.0988
H -7.304 -4.739 -1.348 0.0 0.0 0.0 0.0983
H -5.014 -5.033 -0.435 0.0 0.0 0.0 0.0826
H -4.696 -6.120 1.766 0.0 0.0 0.0 0.1217
F -0.929 4.645 -1.706 -0.1 0.1 0.0 0.0305
C -1.015 3.379 -2.180 0.0 -0.1 0.0 -0.2930
C -0.410 3.083 -3.384 0.0 0.0 0.0 -0.0205
C -0.490 1.782 -3.858 0.0 0.0 0.0 -0.0816
C -1.164 0.810 -3.134 -0.1 0.1 0.0 -0.0902
C -1.762 1.139 -1.926 0.0 0.2 0.1 -0.0791
C -1.691 2.435 -1.435 0.1 0.0 -0.1 -0.0078
H 0.127 3.854 -3.920 0.0 0.0 0.0 0.1135
H -0.001 1.522 -4.788 0.0 0.0 0.0 0.1051
H -1.202 -0.206 -3.499 0.1 -0.1 0.0 0.1028
H -2.271 0.378 -1.348 0.3 0.7 -0.2 0.0484
H -2.128 2.712 -0.485 0.0 0.0 0.0 0.1157
```
Positions in Å, forces in eV/Å.

Orbital gap, eV: 7.108
Total charge: -1
Highest occupied orbital energy, Eh: -0.169
Lowest unoccupied orbital energy, eV: 2.51
Multiplicity: 1


# 3
# C26H37INO4Si4Tl

C26H37INO4Si4Tl as an isolated structure (wB97M-V/def2-TZVPD, OMol25).

```
74
Properties=species:S:1:pos:R:3:forces:R:3:lowdin_charge:R:1
Tl -0.582 -1.432 0.454 -0.1 -0.1 -0.1 0.8355
O 0.948 1.928 -2.962 -0.2 -0.3 0.1 0.0574
C 0.223 1.056 -2.208 0.1 0.3 -0.1 -0.3904
O 0.936 0.124 -1.634 0.0 -0.1 -0.1 -0.3251
C -1.171 1.153 -2.025 0.0 0.2 -0.1 -0.2041
C -1.957 2.048 -2.786 0.0 0.0 0.0 -0.0146
C -3.308 2.133 -2.530 0.0 0.0 0.0 -0.0521
C -3.867 1.347 -1.532 0.0 0.0 0.0 0.0012
C -3.036 0.480 -0.827 0.0 0.0 0.1 -0.1774
N -1.734 0.374 -1.064 0.0 0.0 0.1 0.0804
C -3.648 -0.378 0.304 0.0 0.1 -0.1 -0.6417
O -4.837 -0.214 0.527 -0.1 0.0 0.0 0.0414
O -2.852 -1.166 0.906 0.2 -0.1 0.0 -0.2793
H 0.412 2.694 -3.195 -0.1 0.0 0.0 0.1082
H -1.530 2.639 -3.586 0.0 0.0 0.0 0.1054
H -3.925 2.808 -3.108 0.0 0.0 0.0 0.1105
H -4.913 1.374 -1.275 0.0 0.0 0.0 0.1151
I -0.756 0.069 3.517 0.2 0.3 0.1 1.0662
C 0.784 -1.206 4.153 0.0 0.0 0.0 -0.5992
C 0.363 -2.155 5.047 0.0 0.0 -0.1 -0.1662
C 1.179 -3.250 5.374 0.0 0.0 0.0 -0.0722
C 2.362 -3.406 4.723 0.0 0.0 0.0 -0.0344
C 2.814 -2.442 3.794 0.0 0.0 0.0 -0.1618
C 4.016 -2.701 3.091 0.0 0.0 0.0 -0.0352
C 4.493 -1.805 2.192 0.0 0.0 0.0 -0.0731
C 3.839 -0.566 2.051 -0.1 0.0 0.0 -0.1339
C 2.680 -0.226 2.715 -0.1 0.0 0.0 -0.1857
C 2.077 -1.244 3.544 0.0 0.0 0.0 -0.2032
H -0.631 -2.092 5.468 0.0 0.0 0.0 0.0855
H 0.831 -3.983 6.089 0.0 0.0 0.0 0.1084
H 2.977 -4.279 4.895 0.0 0.0 0.0 0.1139
H 4.534 -3.631 3.284 0.0 0.0 0.0 0.1160
H 5.399 -2.007 1.635 0.0 0.0 0.0 0.1044
H 4.318 0.169 1.422 0.0 0.0 0.0 0.0580
C 3.454 3.334 -1.840 0.0 -0.1 0.0 -0.2074
Si 3.978 1.592 -2.342 0.1 0.0 -0.1 0.3920
C 5.684 1.243 -1.620 -0.1 0.0 0.0 -0.2182
C 4.085 1.472 -4.216 0.0 0.0 0.1 -0.2131
Si 2.621 -0.056 -1.374 0.0 0.0 0.2 0.6563
Si 3.066 -2.309 -1.829 0.1 -0.1 -0.1 0.3810
C 2.375 -2.744 -3.525 0.0 0.0 0.1 -0.2102
C 2.411 -3.562 -0.594 0.0 0.1 0.0 -0.2254
C 4.946 -2.430 -1.864 -0.1 0.0 0.0 -0.2190
Si 2.412 1.675 2.714 0.1 0.0 -0.1 0.5082
C 4.075 2.432 2.240 -0.1 0.0 0.0 -0.1800
C 2.133 2.278 4.473 0.0 -0.1 -0.1 -0.1865
C 1.237 2.390 1.424 0.0 -0.1 0.1 -0.1850
H 3.300 3.949 -2.727 0.0 0.0 -0.1 0.0316
H 4.228 3.804 -1.233 0.1 0.0 0.0 0.0305
H 2.529 3.347 -1.268 0.0 0.0 0.0 -0.0028
H 6.395 1.993 -1.970 0.0 0.1 0.0 0.0358
H 6.060 0.266 -1.917 0.0 -0.1 0.0 0.0096
H 5.674 1.280 -0.530 0.0 0.0 0.1 0.0114
H 4.766 2.233 -4.603 0.0 0.0 0.0 0.0319
H 3.109 1.623 -4.674 0.0 0.0 0.0 0.0201
H 4.457 0.496 -4.531 0.0 0.0 0.0 0.0220
H 1.287 -2.683 -3.527 -0.1 0.0 0.0 0.0297
H 2.653 -3.764 -3.796 0.0 -0.1 0.0 0.0333
H 2.747 -2.073 -4.298 0.0 0.0 0.0 0.0233
H 1.352 -3.765 -0.747 -0.1 0.0 0.0 0.0000
H 2.549 -3.250 0.440 0.0 0.0 0.1 0.0078
H 2.956 -4.497 -0.743 0.0 -0.1 0.0 0.0360
H 5.367 -1.903 -2.720 0.0 0.1 -0.1 0.0220
H 5.249 -3.475 -1.937 0.0 -0.1 0.0 0.0330
H 5.396 -2.018 -0.962 0.0 0.0 0.1 0.0121
H 4.895 2.067 2.858 0.1 0.0 0.1 0.0441
H 4.005 3.511 2.387 0.0 0.1 0.0 0.0397
H 4.333 2.268 1.194 0.0 0.0 -0.1 0.0038
H 2.703 1.657 5.166 0.0 0.0 0.0 0.0383
H 1.098 2.277 4.799 -0.2 0.0 0.0 -0.0064
H 2.510 3.298 4.563 0.0 0.1 0.0 0.0295
H 1.780 2.519 0.485 0.0 0.0 0.0 -0.0062
H 0.901 3.377 1.747 0.0 0.1 0.0 0.0425
H 0.347 1.802 1.219 -0.1 -0.1 0.0 -0.0234
```
Positions in Å, forces in eV/Å.

Orbital gap (spin up / spin down), eV: 6.770 / 5.770
Highest occupied orbital energy (spin up / spin down), Eh: -0.261 / -0.245
Lowest unoccupied orbital energy (spin up / spin down), eV: -0.33 / -0.89
Multiplicity: 1


Computed calculated total energy (eV) in order:
-178008.8110; -93007.1378; -81549.9398
Computed energy relative to the best compared isomer or geometry (same formula, charge and spin) (kJ/mol) in order:
29.1; 0.0; 124.6